i.
A 8-piece molecular cluster, H16O8 overall, computed with wB97M-V/def2-TZVPD.

Values from the calculation:
- frontier orbital gap (Ha) = 0.40491
- LUMO level (Ha) = -0.0024
- SMILES = O.O.O.O.O.O.O.O

```
! RIJCOSX wB97M-V def2-TZVPD def2/J DEFGRID3
* xyz 0 1
O -1.47 -0.57 -1.88
H -1.52 0.36 -2.12
H -1.71 -1.04 -2.68
O 2.73 1.54 0.85
H 3.22 0.87 0.35
H 1.79 1.33 0.71
O 0.57 2.02 -2.27
H 0.95 1.31 -1.74
H 1.30 2.62 -2.45
O -0.87 -3.62 -0.99
H -1.68 -4.10 -0.76
H -1.16 -2.70 -1.07
O -2.81 3.71 -0.86
H -3.63 4.03 -0.46
H -2.63 2.88 -0.41
O 0.12 0.54 0.32
H -0.44 1.31 0.12
H -0.45 -0.22 0.14
O 2.56 -0.94 2.57
H 3.08 -0.14 2.71
H 2.11 -0.78 1.73
O -0.26 -2.64 3.01
H 0.02 -3.56 2.94
H 0.17 -2.21 2.26
*
```


ii.
A 8-piece molecular cluster, H16O8 overall, computed with wB97M-V/def2-TZVPD.

Values from the calculation:
- frontier orbital gap (Ha) = 0.36581
- LUMO level (Ha) = -0.0226
- SMILES = O.O.O.O.O.O.O.O

```
! RIJCOSX wB97M-V def2-TZVPD def2/J DEFGRID3
* xyz 0 1
O 2.09 0.43 2.13
H 2.63 0.91 1.49
H 1.46 -0.05 1.60
O 2.25 -3.94 -0.30
H 2.36 -3.61 0.60
H 1.76 -3.26 -0.75
O 0.00 3.41 0.89
H -0.92 3.52 1.12
H -0.02 3.02 0.02
O 0.29 -0.53 0.17
H 0.02 -1.21 -0.44
H -0.42 0.10 0.17
O 1.36 -0.36 -2.94
H 1.57 0.39 -2.39
H 0.54 -0.70 -2.59
O -2.49 2.34 2.61
H -2.99 3.08 2.24
H -2.03 1.97 1.87
O -2.00 1.06 0.14
H -1.60 1.56 -0.57
H -2.81 0.72 -0.24
O -0.18 -2.59 -1.61
H -0.91 -2.90 -1.07
H 0.04 -3.35 -2.15
*
```


i has the most favorable energy; the next structure is 15.1 kJ/mol above.


i.
A 8-piece molecular cluster, H16O8 overall, computed with wB97M-V/def2-TZVPD.

Values from the calculation:
- frontier orbital gap (Ha) = 0.36170
- LUMO level (Ha) = -0.0235
- SMILES = O.O.O.O.O.O.O.O

```
! RIJCOSX wB97M-V def2-TZVPD def2/J DEFGRID3
* xyz 0 1
O -2.66 -2.86 1.26
H -2.10 -2.34 0.70
H -2.83 -3.66 0.76
O 0.61 -2.67 2.17
H 1.48 -2.40 2.46
H 0.63 -2.53 1.22
O -0.55 3.76 0.91
H 0.19 3.16 0.98
H -0.18 4.56 0.53
O 2.45 0.29 -0.02
H 3.19 0.27 0.59
H 2.65 -0.40 -0.65
O 1.72 3.15 -1.37
H 2.47 3.33 -0.80
H 1.74 2.20 -1.50
O -2.17 1.04 -1.72
H -2.73 0.29 -1.52
H -1.37 0.88 -1.23
O -0.19 0.48 0.06
H 0.76 0.45 0.17
H -0.46 -0.44 0.04
O -1.01 -1.95 -0.73
H -0.69 -2.84 -0.63
H -0.96 -1.78 -1.67
*
```


ii.
A 8-piece molecular cluster, H16O8 overall, computed with wB97M-V/def2-TZVPD.

Values from the calculation:
- frontier orbital gap (Ha) = 0.37212
- LUMO level (Ha) = -0.0071
- SMILES = O.O.O.O.O.O.O.O

```
! RIJCOSX wB97M-V def2-TZVPD def2/J DEFGRID3
* xyz 0 1
O -1.02 0.13 2.89
H -0.52 0.16 2.06
H -0.53 -0.49 3.44
O 0.33 -3.77 2.23
H -0.15 -4.54 2.52
H -0.27 -3.30 1.63
O -1.02 2.76 1.49
H -1.19 1.96 2.01
H -1.65 2.71 0.76
O 1.62 2.44 -3.69
H 2.46 2.06 -3.97
H 1.24 1.79 -3.06
O -0.11 0.05 -0.05
H 0.00 0.08 -1.01
H -0.41 -0.86 0.14
O 1.53 2.35 0.10
H 2.23 2.07 -0.51
H 0.85 1.66 0.03
O 0.55 -0.05 -2.85
H 0.35 0.08 -3.79
H 1.38 -0.55 -2.84
O -1.51 -2.15 0.81
H -2.05 -2.53 0.10
H -2.11 -2.03 1.56
*
```


iii.
A 8-piece molecular cluster, H16O8 overall, computed with wB97M-V/def2-TZVPD.

Values from the calculation:
- frontier orbital gap (Ha) = 0.38873
- LUMO level (Ha) = -0.0225
- SMILES = O.O.O.O.O.O.O.O

```
! RIJCOSX wB97M-V def2-TZVPD def2/J DEFGRID3
* xyz 0 1
O 11.03 -2.39 -13.82
H 11.72 -2.82 -13.29
H 10.24 -2.84 -13.55
O 11.98 -0.19 -12.33
H 11.14 0.00 -11.90
H 11.68 -0.92 -12.91
O 14.65 -2.74 -10.39
H 14.34 -1.81 -10.29
H 14.18 -3.04 -11.17
O 12.42 -3.92 -11.94
H 12.18 -4.72 -11.54
H 11.86 -3.28 -11.48
O 11.37 -6.14 -10.94
H 11.23 -6.66 -11.76
H 10.51 -5.84 -10.74
O 12.80 -7.26 -8.79
H 12.25 -6.79 -9.49
H 13.43 -6.68 -8.43
O 8.30 -1.79 -11.01
H 7.73 -2.33 -10.46
H 9.14 -2.23 -10.95
O 10.86 -2.26 -10.38
H 10.92 -2.80 -9.62
H 11.39 -1.49 -10.18
*
```


iv.
A 8-piece molecular cluster, H16O8 overall, computed with wB97M-V/def2-TZVPD.

Values from the calculation:
- frontier orbital gap (Ha) = 0.38249
- LUMO level (Ha) = -0.0035
- SMILES = O.O.O.O.O.O.O.O

```
! RIJCOSX wB97M-V def2-TZVPD def2/J DEFGRID3
* xyz 0 1
O -0.45 -0.70 -0.12
H -0.39 -0.69 0.87
H -0.44 0.24 -0.37
O 0.59 1.91 -0.17
H 1.39 1.75 -0.70
H -0.02 2.35 -0.78
O -2.03 -1.14 -2.26
H -1.52 -1.08 -1.42
H -2.51 -0.31 -2.31
O 1.88 0.65 2.48
H 0.92 0.62 2.30
H 1.97 1.17 3.28
O -1.35 2.31 -2.37
H -0.87 2.24 -3.20
H -2.28 2.21 -2.61
O 1.98 -2.20 2.63
H 2.07 -1.24 2.50
H 2.48 -2.60 1.91
O 1.04 -2.17 -2.35
H 1.19 -1.70 -3.17
H 0.22 -1.80 -2.00
O -0.97 -0.11 2.45
H -1.45 0.67 2.15
H -1.43 -0.39 3.26
*
```


iv has the most favorable energy; the next structure is 18.7 kJ/mol above.


i.
A 8-piece molecular cluster, H16O8 overall, computed with wB97M-V/def2-TZVPD.

Values from the calculation:
- frontier orbital gap (Ha) = 0.33685
- LUMO level (Ha) = -0.0251
- SMILES = O.O.O.O.O.O.O.O

```
! RIJCOSX wB97M-V def2-TZVPD def2/J DEFGRID3
* xyz 0 1
O 2.16 -1.40 -0.31
H 1.23 -1.54 -0.38
H 2.53 -2.07 0.25
O -0.53 -1.70 -0.83
H -1.11 -1.06 -1.23
H 0.05 -1.93 -1.59
O 2.75 1.06 -1.43
H 1.84 1.32 -1.35
H 2.70 0.15 -1.24
O -2.05 0.62 -1.48
H -1.75 0.49 -2.35
H -2.94 0.33 -1.55
O -0.48 0.14 2.12
H -1.42 0.03 2.27
H -0.13 -0.78 2.23
O 2.77 0.75 1.58
H 2.39 0.12 0.98
H 2.22 1.46 1.20
O -3.39 0.28 1.56
H -3.33 -0.46 0.88
H -2.87 0.87 1.06
O 0.11 1.32 -0.18
H -0.63 1.14 -0.78
H -0.13 0.84 0.59
*
```


ii.
A 8-piece molecular cluster, H16O8 overall, computed with wB97M-V/def2-TZVPD.

Values from the calculation:
- frontier orbital gap (Ha) = 0.34097
- LUMO level (Ha) = -0.0227
- SMILES = O.O.O.O.O.O.O.O

```
! RIJCOSX wB97M-V def2-TZVPD def2/J DEFGRID3
* xyz 0 1
O 0.91 -2.03 -1.71
H 0.19 -2.65 -1.84
H 1.66 -2.44 -2.15
O 0.62 0.69 -2.63
H 0.11 0.60 -3.44
H 0.64 -0.19 -2.26
O -1.80 1.81 1.04
H -1.29 2.61 0.94
H -1.18 1.10 0.86
O 1.09 1.55 2.18
H 1.53 0.84 2.65
H 0.83 1.15 1.35
O -2.40 -1.48 1.12
H -2.36 -1.32 0.17
H -2.55 -2.42 1.19
O -0.53 -1.92 2.85
H -1.04 -1.55 2.13
H -1.18 -2.31 3.44
O 1.77 3.01 -1.46
H 1.18 2.30 -1.71
H 2.50 2.94 -2.07
O 0.37 0.11 0.11
H 0.57 -0.82 0.02
H 0.33 0.43 -0.79
*
```


iii.
A 8-piece molecular cluster, H16O8 overall, computed with wB97M-V/def2-TZVPD.

Values from the calculation:
- frontier orbital gap (Ha) = 0.35240
- LUMO level (Ha) = 0.0021
- SMILES = O.O.O.O.O.O.O.O

```
! RIJCOSX wB97M-V def2-TZVPD def2/J DEFGRID3
* xyz 0 1
O 0.30 -0.59 -1.75
H 0.35 -0.97 -0.80
H -0.03 -1.39 -2.16
O -3.03 -1.14 1.08
H -2.61 -2.01 1.07
H -3.49 -1.02 0.31
O 1.30 3.15 -0.68
H 1.82 2.72 0.02
H 1.00 3.87 -0.18
O 1.84 0.12 -0.77
H 1.24 0.87 -0.67
H 2.12 0.15 0.12
O -0.41 -0.56 4.15
H -0.32 -0.07 3.40
H -1.25 -0.27 4.53
O -2.09 0.20 -0.38
H -2.71 0.67 0.05
H -1.81 -0.54 0.16
O 0.71 -4.82 0.49
H 1.07 -5.73 0.43
H 1.23 -4.42 -0.19
O 1.88 3.66 -2.72
H 0.99 3.54 -2.51
H 1.94 4.58 -3.04
*
```


ii has the most favorable energy; the next structure is 24.6 kJ/mol above.


i.
One molecule with the formula C6H8N2, computed with wB97M-V/def2-TZVPD.

Values from the calculation:
- frontier orbital gap (Ha) = 0.35495
- LUMO level (Ha) = 0.0259
- SMILES = C=CCc1ncc[nH]1

```
! RIJCOSX wB97M-V def2-TZVPD def2/J DEFGRID3
* xyz 0 1
C 1.00 -0.68 1.62
C 0.00 0.12 1.99
C -1.06 0.80 1.00
C -0.53 0.61 -0.50
N -0.07 1.39 -1.33
C 0.30 0.55 -2.40
C 0.20 -0.68 -1.98
N -0.49 -0.72 -0.83
H 1.59 -0.86 2.43
H 1.34 -0.83 0.59
H 0.01 0.18 3.18
H -2.14 0.67 1.26
H -0.93 2.00 1.13
H 0.50 0.76 -3.55
H 0.31 -1.66 -2.47
H -0.04 -1.65 -0.14
*
```


ii.
A 2-piece molecular cluster, C6H8N2 overall, computed with wB97M-V/def2-TZVPD.

Values from the calculation:
- frontier orbital gap (Ha) = 0.32725
- LUMO level (Ha) = 0.0081
- SMILES = C=C=C=N.N=C1CC1

```
! RIJCOSX wB97M-V def2-TZVPD def2/J DEFGRID3
* xyz 0 1
C -2.36 -1.68 -0.62
C -1.95 -0.55 -0.11
C -2.13 0.53 0.62
N -1.64 1.63 0.92
H -3.29 -2.20 -0.33
H -1.66 -2.25 -1.24
H -2.23 2.16 1.58
N 0.47 -0.50 -1.31
C 1.25 -0.02 -0.48
C 2.04 1.23 -0.18
C 2.04 -0.04 0.67
H 0.36 -1.47 -1.30
H 1.39 2.14 0.15
H 2.93 1.46 -0.75
H 3.09 -0.47 0.65
H 1.69 0.02 1.72
*
```


i has the most favorable energy; the next structure is 184.3 kJ/mol above.


i.
One molecule with the formula C6H8N2, computed with wB97M-V/def2-TZVPD.

Values from the calculation:
- frontier orbital gap (Ha) = 0.34690
- LUMO level (Ha) = 0.0379
- SMILES = C=Cn1ccc(C)n1

```
! RIJCOSX wB97M-V def2-TZVPD def2/J DEFGRID3
* xyz 0 1
C 0.46 1.26 2.86
C 1.01 0.50 1.84
N 0.35 0.23 0.65
C -0.88 0.76 0.26
C -1.15 0.20 -0.95
C -0.02 -0.68 -1.26
C 0.06 -1.54 -2.47
N 0.86 -0.61 -0.28
H -0.53 1.63 2.76
H 1.00 1.43 3.80
H 2.03 0.13 1.96
H -1.43 1.52 0.77
H -1.99 0.38 -1.60
H 0.56 -0.99 -3.31
H -0.95 -1.75 -2.77
H 0.61 -2.47 -2.24
*
```


ii.
One molecule with the formula C6H8N2, computed with wB97M-V/def2-TZVPD.

Values from the calculation:
- frontier orbital gap (Ha) = 0.34248
- LUMO level (Ha) = 0.0304

```
! RIJCOSX wB97M-V def2-TZVPD def2/J DEFGRID3
* xyz 0 1
C -2.64 0.45 0.41
C -0.69 0.26 -0.35
C -1.38 -1.04 -0.70
C 0.46 1.27 -0.93
C 0.64 0.39 0.34
C 1.65 -0.82 0.32
N -1.58 1.06 0.43
N -2.63 -0.84 -0.23
H -3.57 0.72 0.87
H 0.93 1.01 -1.80
H 0.18 2.27 -0.92
H 0.44 0.86 1.31
H 1.37 -1.54 -0.47
H 1.64 -1.37 1.29
H 2.69 -0.34 0.25
H -3.44 -1.47 -0.37
*
```


iii.
One molecule with the formula C6H8N2, computed with wB97M-V/def2-TZVPD.

Values from the calculation:
- frontier orbital gap (spin up / spin down) (Ha) = 0.26174 / 0.23088
- LUMO level (spin up / spin down) (Ha) = 0.0101 / -0.0115

```
! RIJCOSX wB97M-V def2-TZVPD def2/J DEFGRID3
* xyz 0 1
C -0.05 -1.85 -0.04
C -0.94 -1.18 -0.86
C 0.79 -1.24 0.84
C -1.08 0.29 -0.97
C -1.91 0.95 -1.76
C 1.61 1.16 1.42
N -0.20 0.97 -0.13
N 0.70 0.45 0.61
H 0.18 -2.89 -0.21
H -1.68 -1.89 -1.35
H 1.41 -1.51 1.75
H -1.98 2.00 -1.83
H -2.67 0.44 -2.46
H 1.85 2.19 1.08
H 2.56 0.70 1.47
H 1.39 1.41 2.42
*
```


iv.
One molecule with the formula C6H8N2, computed with wB97M-V/def2-TZVPD.

Values from the calculation:
- frontier orbital gap (Ha) = 0.34367
- LUMO level (Ha) = 0.0408
- SMILES = C1=C[C@@H]2CNN=C2C1

```
! RIJCOSX wB97M-V def2-TZVPD def2/J DEFGRID3
* xyz 0 1
C -1.99 -0.04 -0.17
C -1.26 1.05 -0.03
C 0.13 0.64 0.37
C 1.60 0.93 -0.21
N 2.24 -0.44 0.10
N 1.24 -1.38 -0.06
C 0.10 -0.80 0.14
C -1.23 -1.34 -0.02
H -3.03 -0.01 -0.09
H -1.64 2.08 -0.25
H 0.37 0.90 1.48
H 1.50 1.17 -1.28
H 2.12 1.74 0.31
H 3.04 -0.68 -0.47
H -1.63 -1.77 0.94
H -1.56 -2.05 -0.75
*
```


i has the most favorable energy; the next structure is 124.1 kJ/mol above.